Formula: C46H46AsBCsN6O3
Source: the Open Molecules 2025 dataset
Level of theory: ωB97M-V/def2-TZVPD

E_HOMO, eV: -5.683
E_LUMO, eV: 2.1638
DFT total energy, eV: -125602.2252
Charge: -1
Energy above the lowest of the compared OMol25 structures with the same formula, charge and spin, kJ/mol: 1.73
Kohn-Sham gap, eV: 7.846

Element x y z (Å)
Cs -0.4852 -0.8331 -0.3136
C 2.3881 -1.3845 -6.0377
C 1.0842 -1.4103 -5.3103
C -0.0863 -2.0409 -5.6689
C -0.9738 -1.7682 -4.6101
N -0.3851 -1.0256 -3.6830
N 0.8711 -0.8001 -4.1230
B 1.8737 0.0576 -3.3292
N 2.2040 -0.6507 -1.9874
N 2.0728 -1.9932 -1.8950
C 2.4966 -2.3227 -0.6782
C 2.9222 -1.1831 0.0286
C 2.7335 -0.1357 -0.8476
C 3.0410 1.3123 -0.6383
C 2.4210 -3.7089 -0.1902
C 2.2429 -3.9523 1.1703
C 2.1690 -5.2537 1.6470
C 2.2649 -6.3229 0.7677
C 2.4296 -6.0851 -0.5921
C 2.5085 -4.7870 -1.0699
N 1.2965 1.4637 -3.0435
N 0.2103 1.6246 -2.2589
C -0.0530 2.9231 -2.2430
C 0.8881 3.6290 -3.0192
C 1.7266 2.6559 -3.5167
C 2.9021 2.8080 -4.4247
C -1.2461 3.4497 -1.5609
C -2.3704 2.6417 -1.3944
C -3.5261 3.1496 -0.8209
C -3.5819 4.4762 -0.4157
C -2.4641 5.2863 -0.5681
C -1.3039 4.7750 -1.1301
C -2.3761 -2.1927 -4.4645
C -3.0532 -2.0379 -3.2537
C -4.3706 -2.4400 -3.1157
C -5.0448 -3.0065 -4.1901
C -4.3849 -3.1630 -5.4000
C -3.0650 -2.7590 -5.5358
H 2.3011 -1.9824 -6.9446
H 3.1916 -1.7950 -5.4257
H 2.6759 -0.3708 -6.3197
H -0.2538 -2.6304 -6.5548
H 2.8709 0.1928 -3.9897
H 3.2852 -1.1222 1.0411
H 3.5536 1.4309 0.3154
H 2.1371 1.9235 -0.6196
H 3.6862 1.7010 -1.4287
H 2.1317 -3.1161 1.8526
H 2.0135 -5.4255 2.7049
H 2.2026 -7.3386 1.1393
H 2.4961 -6.9168 -1.2835
H 2.6309 -4.5878 -2.1269
H 0.9262 4.6858 -3.2266
H 3.0415 3.8625 -4.6611
H 2.7586 2.2608 -5.3571
H 3.8165 2.4315 -3.9643
H -2.3325 1.6211 -1.7550
H -4.3908 2.5091 -0.6999
H -4.4858 4.8729 0.0289
H -2.4929 6.3176 -0.2383
H -0.4303 5.4064 -1.2413
H -2.5186 -1.6001 -2.4221
H -4.8724 -2.3167 -2.1639
H -6.0745 -3.3240 -4.0837
H -4.9014 -3.6002 -6.2460
H -2.5631 -2.8776 -6.4878
O 1.5867 -1.5927 5.0163
C 0.9992 -2.8125 4.8412
C 1.3241 -3.8663 5.6948
C 0.7149 -5.1030 5.5577
C -0.2367 -5.2956 4.5679
C -0.5530 -4.2415 3.7241
C 0.0579 -2.9964 3.8226
C -0.3221 -1.9247 2.7982
O -1.4473 -2.0595 2.2688
O 0.5251 -1.0374 2.5496
H 2.1544 -1.6468 5.7919
H 2.0614 -3.7042 6.4759
H 0.9846 -5.9098 6.2285
H -0.7234 -6.2555 4.4510
H -1.2951 -4.3505 2.9437
C -1.1677 1.0717 4.4234
As -1.2875 1.5939 2.5420
C 0.5557 2.2243 2.3436
C -2.1943 3.3615 2.7639
C -1.5946 4.3059 3.7476
C -1.9843 4.3069 5.0873
C -1.4003 5.1683 6.0044
C -0.4098 6.0527 5.6012
C -0.0140 6.0672 4.2704
C -0.6008 5.2050 3.3565
H -0.8017 1.8921 5.0415
H -0.4725 0.2356 4.4780
H -2.1471 0.7495 4.7784
H 0.8510 2.8844 3.1598
H 0.6624 2.7517 1.3930
H 1.1825 1.3326 2.3399
H -3.2293 3.1263 3.0209
H -2.1975 3.7956 1.7642
H -2.7561 3.6180 5.4114
H -1.7204 5.1472 7.0392
H 0.0479 6.7249 6.3160
H 0.7566 6.7540 3.9418
H -0.2884 5.2201 2.3183